1.
DFT (ωB97M-V/def2-TZVPD) results for a gas-phase ion, CH3N2O4S (charge -1) at a distorted geometry.

Values from the calculation:
E_tot   -848.4917 hartree
Frontier orbital gap (spin up / spin down)   9.20 / 9.20 eV
LUMO level (spin up / spin down)   3.948 / 3.948 eV
Total charge   -1
E_HOMO (spin up / spin down)   -0.1931 / -0.1930 hartree

Atoms and positions in Å:
S -1.938 0.365 0.251
O -1.472 1.197 1.325
O -1.729 0.785 -1.110
O -3.315 -0.090 0.419
O -1.225 -1.220 0.362
N 0.632 0.119 0.136
N 0.013 -1.214 0.274
C 1.982 0.013 -0.258
H 2.584 0.633 0.436
H 2.463 -1.066 -0.593
H 2.005 0.478 -1.241

Cartesian forces, eV/Å:
S -4.5522 1.0285 -0.4557
O 0.5145 -0.3856 0.0654
O 1.0853 0.0336 -0.0703
O 0.6199 -0.1269 0.4388
O -1.8581 1.1488 0.6511
N -3.9470 -7.0189 0.9254
N 7.3020 5.1233 -1.3893
C 1.6655 -1.8738 -1.3049
H 0.1562 -0.6567 -0.3801
H -1.2161 2.1504 1.6585
H 0.2301 0.5773 -0.1388

---

2.
DFT (ωB97M-V/def2-TZVPD) results for a single C28H30N2O4 molecule.

Values from the calculation:
E_tot   -1495.4900 hartree
Frontier orbital gap   8.53 eV
LUMO level   0.497 eV
Total charge   0
E_HOMO   -0.2954 hartree

Atoms and positions in Å:
O 1.537 5.723 0.063
O -0.153 0.382 2.619
O 5.452 -3.015 -0.637
O -2.187 0.062 -2.314
N -2.890 -0.273 -0.185
N 0.248 0.319 0.385
C -1.544 -3.491 0.288
C 1.280 4.393 0.207
C -4.065 0.594 -0.202
C 4.118 -0.976 -0.804
C 0.048 2.510 -0.653
C 3.119 -3.150 -0.653
C 1.838 3.572 1.180
C -0.116 -0.240 1.571
C 1.505 2.229 1.231
C -1.633 -4.219 1.462
C 0.609 1.688 0.322
C 0.369 -0.491 -0.826
C 1.708 -1.206 -0.804
C -1.001 -2.214 0.293
C 6.642 -2.264 -0.677
C 0.384 3.844 -0.711
C 2.408 6.342 0.978
C -3.662 2.038 -0.493
C -0.864 -1.394 -0.948
C -5.594 -1.315 -0.869
C -0.667 -2.392 2.676
C -5.093 0.081 -1.217
C -0.572 -1.657 1.500
C -1.185 -3.674 2.656
C -2.066 -0.462 -1.225
C 1.862 -2.584 -0.703
C 4.264 -2.355 -0.698
C 2.853 -0.421 -0.859
H 2.536 3.961 1.905
H -4.629 0.074 -2.203
H 4.976 -0.325 -0.849
H 2.444 7.391 0.687
H -4.771 -2.027 -0.862
H 2.756 0.652 -0.944
H -1.249 -4.246 3.569
H -5.932 0.778 -1.240
H 3.416 5.918 0.924
H -3.267 2.113 -1.501
H 2.035 6.263 2.004
H -1.889 -3.918 -0.644
H 3.241 -4.218 -0.576
H -6.063 -1.322 0.113
H -4.527 2.690 -0.404
H 1.941 1.600 1.990
H 6.733 -1.706 -1.614
H 1.005 -3.235 -0.664
H -0.334 -1.935 3.595
H 6.709 -1.571 0.168
H -0.660 2.109 -1.363
H -2.900 2.366 0.211
H 0.373 0.196 -1.680
H -6.325 -1.647 -1.601
H -0.046 4.490 -1.459
H -2.679 -0.742 0.681
H -2.049 -5.215 1.445
H -0.756 -2.025 -1.835
H -4.495 0.535 0.804
H 7.450 -2.990 -0.612

Cartesian forces, eV/Å:
O -0.2000 -0.1929 -0.1764
O 0.0474 -0.1027 0.1418
O -0.2740 -0.1362 0.0065
O -0.0035 0.2606 -0.4900
N -0.2300 -0.0250 0.3896
N -0.1709 0.1797 -0.0208
C 0.0046 0.0462 0.0034
C -0.1057 -0.1243 -0.0948
C -0.1007 0.3209 -0.4400
C 0.3355 -0.0769 0.0120
C 0.1014 -0.0500 0.1675
C 0.2940 -0.0233 0.0055
C 0.1008 0.3160 -0.0145
C -0.1007 0.1571 0.0989
C -0.1209 -0.1496 -0.1857
C -0.0221 -0.0323 -0.0670
C 0.0954 0.4227 0.1613
C 0.1772 -0.3150 -0.2955
C 0.0103 0.0602 -0.1796
C 0.0921 -0.0692 0.2903
C 0.1764 0.1204 -0.0081
C 0.1650 0.2208 0.0769
C 0.1374 0.0892 0.1402
C -0.0478 -0.1652 0.1336
C 0.0493 0.3654 -0.2321
C 0.0151 0.2206 -0.1342
C 0.0290 0.0923 -0.0077
C 0.0316 -0.1918 0.2710
C -0.1715 -0.3682 -0.0616
C 0.0229 0.0077 0.0598
C 0.3268 -0.5438 0.4264
C 0.0901 0.0715 -0.0854
C -0.2431 -0.0505 0.0104
C -0.1593 -0.1096 -0.0135
H 0.0583 0.0698 0.0522
H -0.0356 0.1109 -0.0170
H 0.1056 0.0294 -0.0092
H 0.0335 -0.0659 0.0619
H 0.0406 -0.1158 0.0137
H 0.0148 0.1006 -0.0195
H -0.0020 -0.0426 0.0802
H 0.0006 0.0782 -0.0276
H -0.0426 0.0059 0.0154
H 0.0284 0.0469 -0.0763
H 0.0230 -0.0089 -0.0340
H -0.0294 -0.0416 -0.1002
H 0.0194 -0.1400 0.0097
H -0.0670 -0.0659 0.1094
H -0.1041 0.0974 0.0164
H 0.0113 -0.0445 0.0582
H -0.0081 -0.0076 0.0434
H -0.0652 -0.0794 -0.0041
H 0.0103 0.0498 0.0747
H -0.0077 -0.0135 -0.0401
H -0.1144 -0.0855 -0.0905
H 0.0587 0.0782 0.0555
H -0.1051 -0.1315 0.2058
H -0.0782 -0.1126 -0.0260
H -0.0564 0.0783 -0.0986
H 0.0018 -0.0285 -0.1319
H -0.0336 -0.0859 0.0002
H -0.0398 0.0439 0.0865
H 0.0523 -0.0375 -0.0885
H -0.0215 0.0934 -0.0079

---

3.
DFT (ωB97M-V/def2-TZVPD) results for a single C5H6O molecule.

Values from the calculation:
E_tot   -269.3059 hartree
Frontier orbital gap   9.15 eV
LUMO level   1.037 eV
Total charge   0
E_HOMO   -0.2982 hartree

Atoms and positions in Å:
O 1.412 0.736 0.864
C -1.798 -0.324 -0.361
C 0.067 1.073 0.497
C 1.717 -0.384 0.164
C -0.485 -0.133 -0.227
C 0.714 -0.916 -0.552
H 2.736 -0.728 0.308
H 0.770 -1.833 -1.124
H -2.260 -1.101 -0.959
H -0.509 1.342 1.384
H 0.108 1.937 -0.180
H -2.472 0.331 0.185

Cartesian forces, eV/Å:
O 0.0738 -0.0560 0.0234
C 0.0593 -0.0522 -0.0138
C -0.2166 0.1459 0.0477
C 0.0196 -0.1424 -0.1471
C -0.1645 0.0727 0.0859
C -0.0103 0.0357 0.1181
H -0.1605 0.0161 -0.1352
H -0.0471 0.1802 0.0955
H 0.2278 -0.0964 0.1190
H 0.1762 -0.0112 -0.0148
H 0.0256 -0.1303 0.1059
H 0.0167 0.0377 -0.2846

---

4.
DFT (ωB97M-V/def2-TZVPD) results for a single C15H8NO3PS molecule at a distorted geometry.

Values from the calculation:
E_tot   -1596.0226 hartree
Frontier orbital gap   7.08 eV
LUMO level   -1.736 eV
Total charge   0
E_HOMO   -0.3240 hartree

Atoms and positions in Å:
S 5.253 2.053 -2.897
P 4.464 2.589 -1.169
O 0.213 0.716 2.884
O 0.115 -5.004 2.353
O -2.950 1.759 -0.954
N -2.375 -4.491 2.151
C -1.132 -4.957 2.162
C -0.079 0.406 1.685
C -1.164 -0.742 1.301
C 0.078 2.187 -2.126
C -3.227 -1.392 -0.425
C 2.606 2.215 -1.056
C 2.085 1.527 0.265
C -1.263 -2.132 2.003
C -0.408 1.498 -0.809
C 0.574 1.156 0.399
C -1.960 1.050 -0.617
C -2.145 -0.398 0.101
C -2.366 -3.149 1.458
C 1.605 2.554 -2.244
C -3.344 -2.807 0.267
H -4.123 -3.577 -0.107
H 2.826 1.269 1.097
H 5.117 1.811 -0.126
H 4.780 3.971 -0.948
H -0.696 2.381 -2.960
H -0.540 -2.405 2.852
H 1.951 3.032 -3.229
H -3.894 -1.119 -1.311

Cartesian forces, eV/Å:
S -0.4571 0.2789 0.5606
P 0.0752 -1.0815 -1.4324
O -1.0612 -1.5666 -5.2538
O -7.7929 -0.8485 -1.3117
O 4.0727 -2.8522 0.9804
N 4.9801 -1.0116 -1.4069
C 2.4818 3.6925 1.4974
C 0.5138 0.6080 2.2127
C -2.0250 -1.9148 -1.2289
C 2.4456 -0.9149 3.3632
C 2.6148 -1.0644 3.3593
C -3.9073 -0.6438 0.8533
C -2.5511 0.7270 -2.7315
C -2.4167 1.7145 -3.3454
C 2.3130 0.3293 0.0029
C 0.6698 1.1973 -2.8725
C -1.5356 0.8300 -0.1077
C -0.0461 -2.0084 0.7534
C 0.7931 2.9220 -1.2806
C -1.5259 -1.7475 2.7868
C 2.6018 2.3411 1.2803
H 1.6227 1.4497 0.8521
H -1.3172 0.4419 -1.3252
H -0.9510 0.8892 -0.2019
H -0.6209 -0.6584 0.5171
H 1.6030 -0.2650 1.5377
H -1.3895 0.4141 -1.4811
H -0.3120 -0.8612 1.8627
H 1.1221 -0.3965 1.5594